Here is a structure of composition C3H8BBr2Na4O3 at a distorted geometry from the OMol25 dataset. Energies are from wB97M-V/def2-TZVPD.

The geometry in XYZ format:
```
21
C3H8BBr2Na4O3, DFT wB97M-V/def2-TZVPD
Na 2.2352 0.4804 -0.6373
Na 0.3587 1.6981 -3.3886
Na -1.7548 0.7229 2.0427
Na -2.9011 1.9375 -0.8841
C 0.1358 1.9427 0.2091
O 0.5283 2.0101 -1.0309
O 0.7547 1.2137 1.0641
O -1.1107 2.2497 0.4287
B -2.2166 1.0264 -3.4420
H -1.8254 0.8247 -2.3214
H -3.4029 1.2774 -3.3739
H -1.6533 2.0545 -3.7206
H -1.9711 0.0949 -4.1637
Br -0.2319 -2.0477 3.7701
C 1.1906 -1.5641 2.5473
C 2.0130 -2.7976 2.2574
Br 3.3094 -2.4736 0.8578
H 1.8086 -0.8077 3.0294
H 0.7961 -1.0752 1.6610
H 1.3951 -3.6380 1.9476
H 2.5423 -3.1290 3.1474
```

Results
E in eV: -167808.830
Gap between HOMO and LUMO in eV: 7.988
Net charge: +1
Highest occupied orbital energy in hartree: -0.43502
LUMO level in eV: -3.8

natural (NBO) population analysis, charges in e, atoms 1 to 4: Na 0.951; Na 0.978; Na 0.965; Na 0.974

---

Here is the molecule C3H8BN at a distorted geometry from the OMol25 dataset. Energies are from wB97M-V/def2-TZVPD.

The geometry in XYZ format:
```
13
C3H8BN, DFT wB97M-V/def2-TZVPD
B -2.1835 -0.2267 -0.1749
C 1.4595 0.6826 0.0740
C 1.2334 -0.8222 0.0597
C 0.1209 0.1490 -0.3810
N -1.0578 0.2508 0.4139
H -3.0770 -0.5441 0.4753
H -2.1078 -0.3943 -1.4144
H 1.6308 0.9967 1.0274
H 2.2885 1.1162 -0.6671
H 1.5546 -1.3838 -0.7553
H 1.0994 -1.4691 0.8808
H -0.0160 0.2942 -1.4793
H -0.9402 0.2336 1.4909
```

Results
E in eV: -5405.772
Gap between HOMO and LUMO in eV: 10.209
SMILES: BNC1CC1
Highest occupied orbital energy in hartree: -0.34184
LUMO level in eV: 0.9

natural (NBO) population analysis, charges in e, atoms 1 to 4: B 0.424; C -0.426; C -0.447; C -0.040

---

Here is the molecule C3H8BNO at a distorted geometry from the OMol25 dataset. Energies are from wB97M-V/def2-TZVPD.

The geometry in XYZ format:
```
14
C3H8BNO, DFT wB97M-V/def2-TZVPD
B 0.7802 -0.1120 0.8418
C -1.0776 -0.7219 -0.5761
C 0.7907 1.5225 0.9059
C 0.4348 -1.0449 -0.5318
N -1.3997 0.6221 0.0491
O -0.4717 0.7692 1.1267
H 1.0735 -0.5940 1.8039
H 0.5467 -2.1227 -0.2452
H -1.5812 -0.4966 -1.5925
H -1.9204 -1.3347 -0.1753
H 0.9209 2.0253 1.8108
H 0.7562 2.0624 -0.0981
H 0.9971 -0.6277 -1.3230
H -1.1192 1.3112 -0.6012
```

Results
E in eV: -7450.900
Gap between HOMO and LUMO in eV: 10.252
Highest occupied orbital energy in hartree: -0.34497
LUMO level in eV: 0.9

natural (NBO) population analysis, charges in e, atoms 1 to 4: B 0.372; C -0.263; C -0.328; C -0.696

---

Here is a structure of composition C3H8BaFO3RbS at a distorted geometry from the OMol25 dataset. Energies are from wB97M-V/def2-TZVPD.

The geometry in XYZ format:
```
18
C3H8BaFO3RbS, DFT wB97M-V/def2-TZVPD
Rb 18.6442 6.3486 3.8171
Ba 19.2629 3.9219 7.1655
F 20.1936 4.0796 4.6833
O 22.4434 1.4576 2.9231
S 21.5126 0.3304 3.1563
O 20.8993 -0.4307 2.0273
O 22.3553 -0.6643 4.1513
C 22.2122 -2.0726 4.1923
C 20.8925 -2.5526 4.5382
C 20.1340 0.9193 4.4191
H 23.0288 -2.3914 4.8401
H 22.5212 -2.4187 3.2059
H 20.3798 -1.8949 5.2401
H 21.0428 -3.4931 5.0682
H 20.2966 -2.6826 3.6349
H 19.6525 1.7188 3.8560
H 20.5988 1.4322 5.2610
H 19.5304 0.0395 4.6423
```

Results
E in eV: -24269.103
Gap between HOMO and LUMO in eV: 6.212
Net charge: +2
Highest occupied orbital energy in hartree: -0.55852
LUMO level in eV: -9.0

Mulliken population analysis, charges in e, atoms 1 to 4: Rb 0.985; Ba 1.871; F -0.857; O -0.554